The following is a DFT calculation (the ωB97M-V functional and the def2-TZVPD basis) of a structure of composition C33H50N5OS2Si2Sr at a distorted geometry.

Calculated values
Net charge   -1
Energy relative to the best compared isomer or geometry (same formula, charge and spin)   0.0 kJ/mol
Orbital gap   0.1560 hartree
F_max   4.359 eV Å⁻¹

Last column: Löwdin charge in e.
Positions of all 94 atoms, in Å:
Sr -0.22 -1.00 -0.09  1.1326
N 1.72 -0.75 2.04  0.0052
C 1.27 -1.51 3.20  -0.2443
C -0.24 -1.50 3.21  -0.2010
N -0.78 -2.00 1.96  -0.3523
C -2.15 -1.50 1.64  -0.2016
C -2.65 -2.04 0.25  -0.3085
N -2.91 -0.99 -0.73  -0.0135
C -0.44 -3.40 1.62  -0.1575
C 0.58 -3.59 0.43  -0.2955
N -0.05 -3.54 -0.90  -0.0788
H 2.72 -0.79 1.90  0.0818
H 1.46 0.23 2.11  0.0406
H 1.63 -1.13 4.17  0.1100
H 1.66 -2.53 3.11  0.1061
H -0.56 -0.46 3.30  0.0892
H -0.67 -2.03 4.08  0.1308
H -2.09 -0.40 1.58  0.0523
H -2.87 -1.75 2.42  0.1267
H -3.46 -2.75 0.42  0.1138
H -1.83 -2.61 -0.21  0.0281
H -3.52 -0.25 -0.39  0.0767
H -3.24 -1.39 -1.60  0.0721
H -1.34 -3.99 1.45  0.1218
H 0.04 -3.87 2.49  0.1129
H 1.10 -4.54 0.61  0.1138
H 1.36 -2.82 0.42  0.0275
H -0.73 -4.29 -1.01  0.0877
H 0.64 -3.59 -1.64  0.0531
S -4.23 2.14 3.71  1.0788
C -3.39 1.60 5.11  -0.4882
C -3.84 1.42 6.42  -0.1045
C -2.96 0.97 7.37  -0.1124
C -1.62 0.71 7.05  -0.1000
C -1.16 0.89 5.76  -0.0295
C -2.06 1.33 4.78  -0.3148
N -1.72 1.54 3.44  0.1060
C -2.73 1.98 2.77  -0.5057
C -2.78 2.29 1.32  -0.2915
C -3.72 3.27 0.95  -0.1132
C -3.90 3.59 -0.38  -0.1199
C -3.12 2.93 -1.33  -0.1130
C -2.19 1.98 -0.92  -0.2074
C -1.95 1.59 0.41  -0.1068
H -4.88 1.63 6.67  0.1006
H -3.30 0.83 8.39  0.0938
H -0.94 0.37 7.81  0.0951
H -0.13 0.71 5.49  0.1062
H -4.32 3.78 1.69  0.0652
H -4.62 4.35 -0.68  0.0874
H -3.22 3.18 -2.38  0.0905
H -1.59 1.52 -1.71  0.0533
C 3.03 -2.10 -3.53  -0.3099
Si 2.57 -1.34 -1.81  0.5146
C 3.71 -2.50 -0.74  -0.2812
C 3.65 0.25 -1.79  -0.3320
C 4.94 0.19 -2.35  -0.1385
C 5.82 1.26 -2.30  -0.1278
C 5.43 2.44 -1.68  -0.1250
C 4.16 2.52 -1.13  -0.1319
C 3.24 1.45 -1.18  -0.3301
Si 1.46 1.70 -0.45  0.4972
C 1.87 2.58 1.22  -0.2856
C 0.94 3.23 -1.49  -0.2693
H 4.06 -2.49 -3.56  -0.0001
H 2.94 -1.37 -4.34  0.0044
H 2.36 -2.94 -3.79  -0.0226
H 4.75 -2.48 -1.09  0.0053
H 3.37 -3.55 -0.78  -0.0005
H 3.72 -2.22 0.32  -0.0104
H 5.28 -0.73 -2.83  0.0766
H 6.81 1.17 -2.74  0.0840
H 6.10 3.28 -1.62  0.0847
H 3.86 3.45 -0.66  0.0799
H 2.23 3.61 1.07  0.0033
H 2.66 2.05 1.78  0.0002
H 0.98 2.63 1.86  -0.0039
H 1.66 4.05 -1.38  0.0035
H -0.04 3.59 -1.20  -0.0047
H 0.90 2.98 -2.56  0.0025
O -1.51 -2.26 -3.31  -0.5681
S -0.39 -1.77 -4.19  0.8996
C -1.20 -1.37 -5.77  -0.3183
C -1.08 0.13 -6.03  -0.2361
C -1.11 0.78 -4.64  -0.2319
C -0.10 -0.02 -3.83  -0.3519
H -2.23 -1.67 -5.58  0.0851
H -0.78 -2.00 -6.56  0.0785
H -1.87 0.48 -6.68  0.1066
H -0.12 0.35 -6.51  0.1111
H -2.10 0.69 -4.20  0.1135
H -0.84 1.84 -4.66  0.1148
H -0.13 0.12 -2.75  0.0200
H 0.93 0.16 -4.14  0.0943